1.
Formula: C8H13F2N2
Source: the Open Molecules 2025 dataset
Level of theory: ωB97M-V/def2-TZVPD

## Properties
* HOMO energy (spin up / spin down): -13.32 / -13.45 eV
* ΔE to the lowest compared entry with this formula, charge and spin: 4.543 eV
* lowest unoccupied orbital energy (spin up / spin down): -5.234 / -4.852 eV
* orbital gap (spin up / spin down): 8.1 / 8.6 eV
* total charge: +1

Last columns: bonded neighbours and bond lengths (Å).
Geometry (Å):
1 C -1.28 -0.79 0.00  C2 1.286, C3 1.538, C4 1.594
2 C -1.84 0.16 0.65  C1 1.286, F11 1.302
3 C 0.13 -0.47 -0.53  C1 1.538, C8 1.632, N9 1.234
4 C -1.88 -2.18 -0.50  C1 1.594, H13 1.077, H14 1.088, H15 1.166
5 C 2.22 -1.64 -0.19  C8 1.526, H16 1.017, H17 1.076, H18 1.126
6 C -0.55 2.65 -0.30  N10 1.462, H19 1.037, H20 1.080, H21 1.109
7 C 0.69 2.02 1.76  N10 1.485, H22 1.151, H23 1.133, H24 1.074
8 C 1.12 -1.56 -1.24  C3 1.632, C5 1.526, F12 1.274, H25 1.120
9 N 0.60 0.62 -0.19  C3 1.234, N10 1.305
10 N 0.05 1.58 0.50  C6 1.462, C7 1.485, N9 1.305
11 F -2.93 0.73 1.10  C2 1.302
12 F 0.66 -2.73 -1.41  C8 1.274
13 H -1.48 -3.10 -0.12  C4 1.077
14 H -1.76 -2.16 -1.59  C4 1.088
15 H -3.04 -2.11 -0.43  C4 1.166
16 H 1.82 -1.71 0.74  C5 1.017
17 H 2.88 -2.49 -0.29  C5 1.076
18 H 2.78 -0.67 -0.32  C5 1.126
19 H 0.20 3.30 -0.60  C6 1.037
20 H -0.94 2.21 -1.21  C6 1.080
21 H -1.36 3.15 0.27  C6 1.109
22 H 1.19 1.04 2.10  C7 1.151
23 H 1.46 2.81 1.52  C7 1.133
24 H -0.05 2.33 2.48  C7 1.074
25 H 1.31 -1.00 -2.19  C8 1.120



2.
Formula: C8H13N
Source: the Open Molecules 2025 dataset
Level of theory: ωB97M-V/def2-TZVPD

## Properties
* HOMO energy: -9.36 eV
* ΔE to the lowest compared entry with this formula, charge and spin: 1.810 eV
* lowest unoccupied orbital energy: 1.033 eV
* orbital gap: 10.4 eV

Last columns: bonded neighbours and bond lengths (Å).
Geometry (Å):
1 C -0.18 3.30 -0.40  C2 1.240, H10 1.081
2 C -0.03 2.14 0.02  C1 1.240, C3 1.487
3 C 0.18 0.76 0.51  C2 1.487, N4 1.425, C5 1.517, C9 1.587
4 N 0.81 0.82 1.79  C3 1.425, H11 1.015, H12 1.022
5 C -1.08 -0.06 0.71  C3 1.517, C6 1.531, H13 1.112, H14 1.084
6 C -1.42 -0.87 -0.55  C5 1.531, C7 1.513, H15 1.073, H16 1.144
7 C -0.37 -1.94 -0.76  C6 1.513, C8 1.529, H17 1.089, H18 1.085
8 C 1.05 -1.46 -0.46  C7 1.529, C9 1.538, H19 1.100, H20 1.083
9 C 1.16 0.07 -0.53  C3 1.587, C8 1.538, H21 1.083, H22 1.085
10 H -0.25 4.32 -0.75  C1 1.081
11 H 1.62 1.44 1.73  N4 1.015
12 H 0.13 1.22 2.44  N4 1.022
13 H -1.92 0.64 0.95  C5 1.112
14 H -0.95 -0.74 1.54  C5 1.084
15 H -1.48 -0.19 -1.38  C6 1.073
16 H -2.47 -1.33 -0.53  C6 1.144
17 H -0.46 -2.29 -1.79  C7 1.089
18 H -0.59 -2.77 -0.09  C7 1.085
19 H 1.28 -1.81 0.56  C8 1.100
20 H 1.75 -1.92 -1.14  C8 1.083
21 H 1.01 0.37 -1.56  C9 1.083
22 H 2.20 0.31 -0.32  C9 1.085



3.
Formula: C8H13N2O2
Source: the Open Molecules 2025 dataset
Level of theory: ωB97M-V/def2-TZVPD

## Properties
* HOMO energy: -11.16 eV
* ΔE to the lowest compared entry with this formula, charge and spin: 3.976 eV
* lowest unoccupied orbital energy: -4.498 eV
* orbital gap: 6.7 eV
* total charge: +1

Last columns: bonded neighbours and bond lengths (Å).
Geometry (Å):
1 C -1.58 1.44 0.38  N9 1.370, N10 1.328, H19 1.062
2 C -3.07 -0.27 0.19  C3 1.541, N9 1.488, O11 1.204
3 C -3.16 0.58 -1.09  C2 1.541, N10 1.448, H13 1.051, H14 1.100
4 C 3.56 0.60 0.15  C5 1.498, C6 1.525, H15 1.073, H16 1.060
5 C 2.16 0.91 0.58  C4 1.498, C7 1.530, H17 1.123, H18 1.105
6 C 2.99 -0.73 -0.34  C4 1.525, C7 1.356, H20 1.062
7 C 1.75 -0.49 0.14  C5 1.530, C6 1.356, O12 1.311
8 C 0.28 -2.38 0.06  O12 1.501, H21 1.095, H22 1.117, H23 1.059
9 N -2.10 0.39 1.10  C1 1.370, C2 1.488, H24 1.023
10 N -2.16 1.59 -0.81  C1 1.328, C3 1.448, H25 1.039
11 O -3.31 -1.44 0.35  C2 1.204
12 O 0.50 -0.90 0.19  C7 1.311, C8 1.501
13 H -2.88 -0.02 -1.90  C3 1.051
14 H -4.07 1.16 -1.35  C3 1.100
15 H 4.02 1.17 -0.63  C4 1.073
16 H 4.32 0.48 0.88  C4 1.060
17 H 1.77 1.11 1.61  C5 1.123
18 H 1.79 1.75 -0.04  C5 1.105
19 H -0.81 2.05 0.77  C1 1.062
20 H 3.33 -1.59 -0.87  C6 1.062
21 H 1.23 -2.76 -0.32  C8 1.095
22 H -0.59 -2.31 -0.64  C8 1.117
23 H 0.01 -2.66 1.04  C8 1.059
24 H -1.97 -0.07 2.00  N9 1.023
25 H -2.03 2.38 -1.46  N10 1.039



4.
Formula: C8H13N2O2PS
Source: the Open Molecules 2025 dataset
Level of theory: ωB97M-V/def2-TZVPD

## Properties
* HOMO energy (spin up / spin down): -8.70 / -8.70 eV
* ΔE to the lowest compared entry with this formula, charge and spin: 1.555 eV
* lowest unoccupied orbital energy (spin up / spin down): -1.100 / -1.112 eV
* orbital gap (spin up / spin down): 7.6 / 7.6 eV

Last columns: bonded neighbours and bond lengths (Å).
Geometry (Å):
1 C -0.35 2.60 2.19  C2 1.381, C3 1.378, H15 1.083
2 C 0.90 2.05 1.98  C1 1.381, C4 1.404, H16 1.109
3 C -1.22 2.52 1.13  C1 1.378, C5 1.392, H17 1.082
4 C 1.18 1.20 0.89  C2 1.404, C6 1.429, H18 1.182
5 C -0.95 1.78 -0.01  C3 1.392, C6 1.388, H19 1.149
6 C 0.23 1.06 -0.17  C4 1.429, C5 1.388, N9 1.322
7 C 0.21 -1.87 0.70  N10 1.394, H20 1.069, H21 1.092, H22 1.046
8 C -1.71 -1.36 -0.72  N10 1.507, H23 1.112, H24 1.068, H25 1.117
9 N 0.40 0.25 -1.20  C6 1.322, P13 1.694
10 N -0.23 -1.64 -0.60  C7 1.394, C8 1.507
11 O 1.34 -1.09 -3.11  P13 1.632, H26 0.960
12 O 2.22 1.20 -2.38  P13 1.605, H27 0.967
13 P 1.89 -0.27 -1.81  N9 1.694, O11 1.632, O12 1.605, S14 2.022
14 S 3.51 -1.06 -0.89  P13 2.022
15 H -0.24 3.29 3.02  C1 1.083
16 H 1.69 2.16 2.75  C2 1.109
17 H -2.24 2.90 1.11  C3 1.082
18 H 2.26 0.72 0.84  C4 1.182
19 H -1.79 1.78 -0.80  C5 1.149
20 H 1.05 -2.52 0.82  C7 1.069
21 H 0.52 -0.95 1.21  C7 1.092
22 H -0.60 -2.35 1.15  C7 1.046
23 H -1.95 -0.93 -1.72  C8 1.112
24 H -2.30 -2.25 -0.73  C8 1.068
25 H -2.19 -0.71 0.05  C8 1.117
26 H 0.85 -1.81 -2.71  O11 0.960
27 H 2.77 1.16 -3.17  O12 0.967



5.
Formula: C8H13N2O5P
Source: the Open Molecules 2025 dataset
Level of theory: ωB97M-V/def2-TZVPD

## Properties
* HOMO energy: -6.33 eV
* ΔE to the lowest compared entry with this formula, charge and spin: 1.811 eV
* lowest unoccupied orbital energy: -2.621 eV
* orbital gap: 3.7 eV

Last columns: bonded neighbours and bond lengths (Å).
Geometry (Å):
1 N 3.51 -1.46 2.15  P2 1.573, H14 1.027
2 P 3.20 -0.04 1.53  N1 1.573, O3 1.652, O4 1.675, N5 1.784
3 O 3.93 0.18 0.06  P2 1.652, H15 0.980
4 O 3.80 1.09 2.61  P2 1.675, H16 0.978
5 N 1.43 0.05 1.42  P2 1.784, C6 1.405, C13 1.397
6 C 0.66 0.83 2.30  N5 1.405, C7 1.445, H17 1.117
7 C -0.78 0.83 2.18  C6 1.445, C8 1.501, H18 1.121
8 C -1.43 0.00 1.12  C7 1.501, C9 1.557, C12 1.470
9 C -2.98 -0.01 0.97  C8 1.557, O10 1.194, O11 1.413
10 O -3.55 -0.64 0.12  C9 1.194
11 O -3.68 0.76 1.93  C9 1.413, H19 0.979
12 C -0.57 -0.79 0.22  C8 1.470, C13 1.454, H20 1.114
13 C 0.87 -0.74 0.41  N5 1.397, C12 1.454, H21 1.116
14 H 2.62 -1.94 2.31  N1 1.027
15 H 4.51 0.97 0.10  O3 0.980
16 H 3.16 1.81 2.77  O4 0.978
17 H 1.13 1.43 3.11  C6 1.117
18 H -1.37 1.45 2.90  C7 1.121
19 H -3.48 0.31 2.78  O11 0.979
20 H -1.01 -1.44 -0.58  C12 1.114
21 H 1.50 -1.36 -0.27  C13 1.116
22 C -1.81 0.38 -4.11  C23 1.543, H25 1.093, H26 1.098, H27 1.094
23 C -1.02 -0.73 -3.39  C22 1.543, O24 1.343, H28 1.109, H29 1.114
24 O 0.13 -0.20 -2.95  C23 1.343
25 H -1.26 0.78 -4.97  C22 1.093
26 H -2.76 -0.02 -4.49  C22 1.098
27 H -2.05 1.21 -3.44  C22 1.094
28 H -0.95 -1.56 -4.12  C23 1.109
29 H -1.73 -1.15 -2.64  C23 1.114



6.
Formula: C8H13N2S
Source: the Open Molecules 2025 dataset
Level of theory: ωB97M-V/def2-TZVPD

## Properties
* HOMO energy: -13.61 eV
* ΔE to the lowest compared entry with this formula, charge and spin: 2.294 eV
* lowest unoccupied orbital energy: -4.220 eV
* orbital gap: 9.4 eV
* total charge: +1

Last columns: bonded neighbours and bond lengths (Å).
Geometry (Å):
1 C 1.63 0.58 0.49  C3 1.517, C6 1.474, N9 1.250
2 C -0.59 -1.09 -0.25  C4 1.568, C7 1.459, N10 1.281
3 C 1.23 1.24 -0.81  C1 1.517, C5 1.588, H12 1.068, H13 1.089
4 C -0.52 -0.25 1.07  C2 1.568, N9 1.398, S11 1.931, H14 1.052
5 C -0.22 0.82 -1.31  C3 1.588, N10 1.423, S11 1.935, H15 1.127
6 C 3.05 0.71 0.88  C1 1.474, H16 1.101, H17 1.177, H18 1.177
7 C -0.69 -2.53 -0.01  C2 1.459, H19 1.149, H20 1.088, H21 1.096
8 C -2.93 0.66 0.05  S11 1.750, H22 1.085, H23 1.051, H24 1.050
9 N 0.85 -0.05 1.24  C1 1.250, C4 1.398
10 N -0.34 -0.60 -1.41  C2 1.281, C5 1.423
11 S -1.30 1.30 0.21  C4 1.931, C5 1.935, C8 1.750
12 H 1.22 2.30 -0.68  C3 1.068
13 H 1.94 0.99 -1.59  C3 1.089
14 H -0.89 -0.51 2.02  C4 1.052
15 H -0.69 1.38 -2.17  C5 1.127
16 H 3.26 -0.13 1.56  C6 1.101
17 H 3.36 1.77 1.29  C6 1.177
18 H 3.70 0.61 -0.10  C6 1.177
19 H -1.30 -2.91 0.89  C7 1.149
20 H 0.24 -3.08 -0.12  C7 1.088
21 H -1.26 -2.91 -0.86  C7 1.096
22 H -3.34 1.21 -0.79  C8 1.085
23 H -3.55 0.72 0.90  C8 1.051
24 H -2.86 -0.23 -0.49  C8 1.050



Q: ΔE to the lowest compared entry with this formula, charge and spin of number 4 (C8H13N2O2PS)?
A: 1.555 eV